Record 1
Molecular formula: C26H44BF5MnN3O3P2
Method: DFT, the ωB97M-V functional and the def2-TZVPD basis

ORCA input file:
```
! RIJCOSX wB97M-V def2-TZVPD def2/J DEFGRID3
* xyz 1 4
Mn -0.32363 0.63477 -0.79777
C 2.96275 -1.50096 -0.81954
C 3.33729 -0.09212 -1.29960
C 4.80860 0.15248 -0.92366
C 3.21619 -0.02720 -2.82688
P 2.19249 1.11178 -0.41985
C 2.53545 0.71049 1.35115
N 1.37859 -0.00460 1.81593
B 0.16126 -0.16615 1.11054
N -0.75915 -0.78462 1.99392
C -2.15002 -1.06939 1.73516
P -2.32462 -1.03342 -0.10189
C -1.97721 -2.83117 -0.56736
C -2.85862 -3.87473 0.14136
C -0.53440 -3.12387 -0.12848
C -2.11319 -3.04482 -2.07837
C -4.10851 -0.55488 -0.44310
C -4.28004 -0.23778 -1.93669
C -5.10494 -1.65472 -0.06249
C -4.47091 0.68848 0.38440
C -0.10836 -0.99533 3.21642
C -0.56513 -1.55979 4.39499
C 0.32280 -1.64063 5.45991
C 1.62817 -1.16900 5.34982
C 2.08945 -0.60168 4.16906
C 1.20709 -0.52302 3.10626
C 2.69271 2.89640 -0.59347
C 4.20791 3.13744 -0.57891
C 2.10212 3.60953 0.63608
C 2.10645 3.46826 -1.88714
H 3.55914 -2.21792 -1.38739
H 3.18395 -1.65499 0.23621
H 1.91829 -1.73128 -0.99896
H 5.36495 -0.74106 -1.21275
H 5.24123 0.99142 -1.46448
H 4.97402 0.30358 0.14280
H 4.10929 -0.48320 -3.25720
H 2.37296 -0.60276 -3.19191
H 3.15171 0.98778 -3.21517
H 3.44421 0.11101 1.43543
H 2.68719 1.62621 1.92244
H -2.42375 -2.04739 2.13288
H -2.80264 -0.32474 2.19450
H -2.97986 -3.70207 1.20866
H -3.83942 -3.97028 -0.30484
H -2.36269 -4.84203 0.03353
H -0.43441 -3.13365 0.95716
H -0.26347 -4.11614 -0.49564
H 0.17687 -2.41907 -0.53910
H -3.14994 -2.97572 -2.40154
H -1.50930 -2.35676 -2.66061
H -1.77465 -4.05751 -2.30892
H -3.97018 -1.05757 -2.57961
H -5.34016 -0.05788 -2.12646
H -3.74078 0.65220 -2.23619
H -5.10874 -2.46927 -0.77933
H -4.93085 -2.05836 0.93529
H -6.10449 -1.21434 -0.06961
H -3.73377 1.48197 0.33453
H -5.40896 1.08609 -0.00775
H -4.64300 0.43757 1.43125
H -1.58065 -1.91977 4.49053
H -0.00758 -2.07489 6.39286
H 2.29374 -1.24352 6.19824
H 3.10320 -0.23218 4.08878
H 4.71477 2.61481 0.23383
H 4.67787 2.87251 -1.52360
H 4.36435 4.20762 -0.42736
H 2.79991 3.58708 1.47178
H 1.92429 4.65556 0.38956
H 1.16073 3.18305 0.98084
H 2.53959 3.00200 -2.77137
H 1.02529 3.35642 -1.94581
H 2.33952 4.53400 -1.92979
F -1.64585 2.17598 0.72169
C -1.22855 2.48104 -0.57575
F -2.19601 2.00879 -1.44860
C -1.31593 4.02784 -0.69165
F -2.60318 4.37814 -0.58888
F -0.85237 4.43720 -1.87422
F -0.65260 4.64434 0.28285
O 0.04973 -0.47490 -4.29813
N 0.05420 -0.01857 -3.20847
O 0.00617 1.20959 -2.95033
O 0.09598 -0.77567 -2.14398
*
```

As for the expectation value of S²: 4.16. The relative energy (zero: lowest compared OMol25 entry of this formula, charge and spin) comes out at 206.0 kJ/mol.



Record 2
Molecular formula: C11H20F3IN2O7PS2
Method: DFT, the ωB97M-V functional and the def2-TZVPD basis

ORCA input file:
```
! RIJCOSX wB97M-V def2-TZVPD def2/J DEFGRID3
* xyz -1 1
C 1.96910 1.10690 0.46115
C 1.49776 0.88817 -0.99433
N 0.15599 1.35368 -1.31712
C -0.91343 0.76139 -0.52252
C -1.68973 -0.36643 -1.22806
C -0.98238 -1.71129 -1.28269
O -0.01511 -1.60651 -2.36044
S 0.92204 -2.84225 -2.66746
O 0.27469 -3.70825 -3.60432
O 2.19601 -2.32038 -3.06006
C 1.19944 -3.71283 -1.13747
C 0.07983 -3.64268 -0.07119
P 0.79230 -4.30723 1.48692
N -0.18916 -5.04157 2.46851
C -0.36799 -2.18734 0.01848
I -1.78412 -2.02349 1.63745
C 0.04974 2.78046 -1.37362
C -0.71483 3.33415 -2.55601
O 0.51008 3.51239 -0.52565
H 1.83329 0.17719 1.02379
H 1.40055 1.86743 0.98291
H 3.03549 1.30385 0.48635
H 1.62500 -0.15873 -1.24934
H 2.17949 1.42626 -1.64977
H -1.64923 1.54023 -0.32901
H -0.57991 0.44122 0.46177
H -2.63412 -0.46533 -0.70814
H -1.86272 -0.04301 -2.25020
H -1.73013 -2.45553 -1.57061
H 2.09440 -3.26787 -0.70849
H 1.43216 -4.73698 -1.40480
H -0.74311 -4.28079 -0.38061
H 1.42854 -3.19426 2.07314
H 1.80251 -5.17921 1.02912
H 0.09637 -6.00333 2.59080
H 0.49636 -1.59283 0.30546
H -0.02810 3.73407 -3.29283
H -1.39007 4.10208 -2.19563
H -1.31245 2.55427 -3.01978
C -1.31956 4.28309 4.11439
F -1.91588 5.45035 4.39825
F -0.29829 4.14534 4.97283
F -2.20319 3.31268 4.39890
S -0.75618 4.20822 2.35957
O 0.16737 5.31344 2.27731
O -1.99409 4.36522 1.62476
O -0.16473 2.88602 2.28828
*
```

The total energy comes out at -76257.1372 eV.



Record 3
Molecular formula: C2HNO2S
Method: DFT, the ωB97M-V functional and the def2-TZVPD basis

ORCA input file:
```
! RIJCOSX wB97M-V def2-TZVPD def2/J DEFGRID3
* xyz 0 3
C 1.26228 1.06916 -0.48454
C 0.14372 0.43348 0.09045
N 2.32139 1.19762 -0.85789
O -2.23930 -1.68014 0.26825
O 0.21909 -0.55125 0.82909
S -1.07134 -1.44520 -0.39766
H -0.63584 0.97633 0.55230
*
```

As for the expectation value of S²: 2.02. The relative energy (zero: lowest compared OMol25 entry of this formula, charge and spin) comes out at 223.6 kJ/mol.



Record 4
Molecular formula: C3H15N3O2
Method: DFT, the ωB97M-V functional and the def2-TZVPD basis

ORCA input file:
```
! RIJCOSX wB97M-V def2-TZVPD def2/J DEFGRID3
* xyz 0 1
N 1.39104 -0.38402 -2.08335
C 1.20165 1.03349 -1.63942
C 0.84306 1.26520 -0.15500
N -0.51162 0.76474 0.12454
C -0.54101 -0.45408 0.88024
N -1.93876 -0.88390 1.01725
H 0.60544 -0.96584 -1.80933
H 2.17232 -0.65975 -1.49349
H 0.42913 1.45526 -2.29422
H 2.15203 1.49635 -1.84998
H 1.56980 0.74578 0.48720
H 0.92215 2.33579 0.01907
H -0.95682 0.63561 -0.77631
H -0.19817 -0.21218 1.90005
H 0.11155 -1.25712 0.52879
H -2.07972 -1.79495 1.41431
H -2.48024 -0.09376 1.32236
O -1.77968 -0.26517 -2.94130
H -1.96812 -1.08652 -3.42833
H -2.06225 -0.38392 -2.02612
O 1.40376 -0.64172 4.33348
H 1.14277 0.28393 4.53878
H 0.57167 -0.93324 3.93078
*
```

The relative energy (zero: lowest compared OMol25 entry of this formula, charge and spin) comes out at 50.2 kJ/mol.



Record 5
Molecular formula: C3H9N3O
Method: DFT, the ωB97M-V functional and the def2-TZVPD basis

ORCA input file:
```
! RIJCOSX wB97M-V def2-TZVPD def2/J DEFGRID3
* xyz 0 1
C 1.00748 -1.70803 -0.46472
N 1.11523 -0.48330 -0.72408
C 0.46398 0.49100 0.11847
N 1.32303 0.91411 1.17953
N 0.16187 1.61194 -0.69664
O -0.70233 -0.13026 0.80869
C -1.85513 -0.31336 0.02859
H 0.49596 -2.13144 0.40300
H 1.50191 -2.40868 -1.12409
H 2.13027 1.40749 0.82198
H 1.53972 0.14527 1.80041
H -0.39404 1.36486 -1.50334
H -0.26974 2.34940 -0.15675
H -2.53091 -0.93714 0.61440
H -1.63019 -0.81206 -0.92412
H -2.35710 0.64022 -0.18133
*
```

The relative energy (zero: lowest compared OMol25 entry of this formula, charge and spin) comes out at 166.0 kJ/mol.



Record 6
Molecular formula: C33H35N5O3P2V
Method: DFT, the ωB97M-V functional and the def2-TZVPD basis

ORCA input file:
```
! RIJCOSX wB97M-V def2-TZVPD def2/J DEFGRID3
* xyz 1 3
V 0.09237 -0.35043 0.12169
N 1.54447 -2.04698 0.40110
C 1.65221 -2.35853 1.85570
C 0.69226 -1.55068 2.71576
O 0.66598 -1.69860 3.91870
N -0.10565 -0.69902 2.00000
C -1.08457 0.09873 2.73604
C -1.84953 0.96009 1.74620
O -2.81110 1.61689 2.03894
O -1.34985 0.88854 0.49894
H 1.20635 -2.85927 -0.10349
H 2.47085 -1.85957 0.03556
H 2.67008 -2.17054 2.19909
H 1.45542 -3.41554 2.03476
H -0.59758 0.73885 3.47828
H -1.78464 -0.53630 3.28468
C 2.22211 3.64833 -0.85327
N 1.43373 2.44282 -0.58032
P 1.87245 1.26948 0.54668
C 3.63874 0.93504 0.30611
C 4.01597 0.06663 -0.71924
C 5.35087 -0.16567 -1.00670
C 6.33411 0.47517 -0.26388
C 5.97542 1.35136 0.74988
C 4.63663 1.58390 1.03144
C 1.70470 1.99855 2.18613
C 0.87386 3.10384 2.34994
C 0.57312 3.56740 3.62350
C 1.08184 2.91829 4.73735
C 1.89654 1.80306 4.58053
C 2.20689 1.34473 3.31128
P 0.38822 1.69072 -1.69955
C 1.19678 1.82484 -3.31941
C 1.07352 2.96599 -4.11331
C 1.74714 3.05997 -5.32211
C 2.54734 2.01264 -5.75585
C 2.66812 0.86430 -4.98594
C 1.99023 0.77502 -3.77975
C -1.04992 2.75673 -1.88331
C -1.25146 3.88855 -1.10760
C -2.40847 4.64125 -1.26457
C -3.36651 4.25789 -2.18867
C -3.17173 3.12003 -2.96351
C -2.01584 2.37322 -2.81118
H 2.51856 4.11848 0.08523
H 1.61782 4.36014 -1.41351
H 3.11437 3.40458 -1.43409
H 3.25900 -0.41799 -1.32479
H 5.62582 -0.83960 -1.80681
H 7.37896 0.29705 -0.47951
H 6.74036 1.85946 1.32094
H 4.37302 2.27620 1.82012
H 0.43955 3.58971 1.48805
H -0.07613 4.42395 3.74455
H 0.83277 3.26973 5.72934
H 2.27652 1.28253 5.44865
H 2.82558 0.45922 3.21455
H 0.44216 3.78441 -3.78911
H 1.64372 3.95244 -5.92395
H 3.07054 2.08989 -6.69967
H 3.28180 0.04186 -5.32782
H 2.08241 -0.13199 -3.19308
H -0.51696 4.18267 -0.37180
H -2.56210 5.52252 -0.65669
H -4.26886 4.84288 -2.30427
H -3.91977 2.81776 -3.68373
H -1.87348 1.48674 -3.42145
C -2.80340 -2.13125 0.25078
C -2.14259 -2.02133 -1.07598
N -0.93353 -1.53574 -1.33611
C -0.78672 -1.57985 -2.71767
C -1.89486 -2.11270 -3.27553
N -2.74252 -2.37848 -2.22158
H -2.09400 -1.94254 1.05395
H -3.21622 -3.13044 0.39490
H -3.60891 -1.40041 0.33514
H 0.10588 -1.22813 -3.20185
H -2.15550 -2.32009 -4.29678
H -3.66803 -2.76898 -2.28147
*
```

As for the expectation value of S²: 2.02. The relative energy (zero: lowest compared OMol25 entry of this formula, charge and spin) comes out at 0.0 kJ/mol.



Record 7
Molecular formula: C21H48N3O18P5
Method: DFT, the ωB97M-V functional and the def2-TZVPD basis

ORCA input file:
```
! RIJCOSX wB97M-V def2-TZVPD def2/J DEFGRID3
* xyz 0 1
C 4.76607 -3.91080 2.01630
C 4.06371 -3.05772 3.09889
C 3.02728 -2.07272 2.53460
C 1.57259 -2.31102 3.01410
C 1.43934 -1.72238 4.35006
N 1.27156 -1.26300 5.38652
O 1.25710 -3.73130 3.15992
C 1.42990 -4.40806 2.07210
N 1.57575 -4.99939 1.09475
C 0.56918 -1.67047 2.02316
C 0.78675 -0.22929 2.04790
N 0.86265 0.91503 2.03056
P -1.27683 -1.98118 2.26590
C -1.55362 -3.62476 1.52128
O -1.50396 -2.24631 3.87286
H 4.54794 -3.51524 1.02342
H 4.40313 -4.93509 2.02000
H 5.84731 -3.89386 2.13093
H 3.59555 -3.75230 3.79604
H 4.81028 -2.51829 3.67632
H 3.02997 -2.01480 1.44578
H 3.27436 -1.07478 2.89699
H 0.82304 -1.98938 1.00407
H -1.03133 -3.71420 0.56967
H -2.62807 -3.71154 1.37047
H -1.24263 -4.45330 2.16312
H -1.06430 -3.05926 4.16265
C 3.11071 3.45004 1.51707
O 3.42541 4.84761 1.40484
P 3.79020 5.67431 2.71226
O 4.62133 4.96405 3.67911
O 2.40025 6.20603 3.27909
C 1.56784 5.29982 4.01370
O 4.42260 6.98428 2.11721
C 3.61988 7.91890 1.38509
H 3.77164 2.89468 0.85437
H 3.24577 3.08735 2.53468
H 2.07883 3.29256 1.21242
H 2.16958 4.66198 4.66073
H 0.98046 4.68778 3.32823
H 0.89721 5.90018 4.62231
H 2.91115 8.40833 2.05011
H 3.08770 7.42032 0.57532
H 4.29940 8.65851 0.97109
C 1.76624 1.31325 -3.03563
O 1.60273 -0.07023 -3.40973
P 2.08883 -1.22022 -2.43813
O 1.84202 -0.96606 -1.01859
O 3.61147 -1.49306 -2.80908
C 4.61356 -0.58540 -2.33666
O 1.37275 -2.49203 -3.01345
C 1.74198 -3.02891 -4.29187
H 0.79713 1.79806 -3.09279
H 2.15684 1.40822 -2.02251
H 2.43550 1.78968 -3.74626
H 4.39316 -0.26110 -1.31935
H 4.67807 0.27886 -2.99837
H 5.56116 -1.11668 -2.34862
H 2.74201 -3.45462 -4.24555
H 1.69988 -2.25720 -5.06018
H 1.02459 -3.81143 -4.52108
C -0.23976 0.92207 -7.70965
O -0.28592 2.34884 -7.84747
P -0.10464 3.27399 -6.56598
O 0.88396 2.78930 -5.60626
O -1.56771 3.47810 -5.97512
C -2.16048 2.42485 -5.20711
O 0.19802 4.67735 -7.19505
C -0.80947 5.39203 -7.92648
H 0.51594 0.53830 -8.39127
H 0.01832 0.62670 -6.69293
H -1.21223 0.51245 -7.97932
H -1.41999 1.95000 -4.56328
H -2.60891 1.68389 -5.87001
H -2.93786 2.87063 -4.59329
H -1.59878 5.72102 -7.25405
H -1.22688 4.76933 -8.71697
H -0.32147 6.25723 -8.36526
C -5.15506 -2.34756 4.05337
O -5.92092 -3.52872 3.76737
P -7.08812 -3.47615 2.68893
O -6.79543 -2.66825 1.50936
O -8.39690 -3.05116 3.49103
C -8.58152 -1.67313 3.82984
O -7.35686 -4.99848 2.41178
C -7.92559 -5.84173 3.42273
H -4.10256 -2.57544 3.90625
H -5.43087 -1.51974 3.40119
H -5.31924 -2.06602 5.09263
H -8.25736 -1.02808 3.01326
H -8.02940 -1.43274 4.73944
H -9.64296 -1.52375 4.00731
H -8.96022 -5.56088 3.60829
H -7.35068 -5.77935 4.34627
H -7.88833 -6.85760 3.04010
*
```

The total energy comes out at -110332.8172 eV.



Record 8
Molecular formula: C52H48N7O4STc
Method: DFT, the ωB97M-V functional and the def2-TZVPD basis

ORCA input file:
```
! RIJCOSX wB97M-V def2-TZVPD def2/J DEFGRID3
* xyz 1 4
Tc -0.24078 0.26785 0.05834
S -0.14684 2.55783 0.70274
C -1.85871 2.75912 0.86026
N -2.31272 4.01797 0.97494
N -3.51083 4.23104 1.46756
C -4.15211 3.53191 2.53597
C -5.53713 3.50498 2.56572
C -6.18295 2.93088 3.65243
C -5.44730 2.39464 4.69751
C -4.05811 2.43094 4.65624
C -3.40211 2.99827 3.57861
N -2.73351 1.75567 0.78833
N -2.29591 0.57791 0.46228
C -3.36466 -0.37305 0.34953
C -4.68273 -0.02234 0.65868
C -5.68215 -0.97147 0.55979
C -5.39621 -2.26935 0.14922
C -4.09165 -2.61026 -0.16855
C -3.08105 -1.66733 -0.06537
H -3.82810 5.17656 1.30723
H -6.10347 3.92756 1.74543
H -7.26380 2.90794 3.67966
H -5.95233 1.95310 5.54551
H -3.47912 2.01659 5.47053
H -2.32103 3.04398 3.55539
H -4.91260 0.97811 0.99060
H -6.69801 -0.69508 0.81003
H -6.18671 -3.00398 0.07714
H -3.84438 -3.60982 -0.50289
H -2.07158 -1.93736 -0.32706
C -0.47757 -5.78604 2.64876
C 0.77387 -5.07449 2.15856
C 2.00924 -5.93956 2.26831
O 0.99740 -3.85015 2.86468
C 0.86255 -2.75236 1.97162
C 0.08282 -3.36628 0.78496
O 0.61262 -4.68399 0.80927
C 0.26039 -2.84537 -0.67409
O -0.15645 -1.49364 -0.77163
C -0.65193 -3.59253 -1.67403
C -1.00004 -2.90047 -2.83432
C -1.80572 -3.46873 -3.80597
C -2.28749 -4.75984 -3.64391
C -1.93504 -5.46694 -2.50768
C -1.12108 -4.89715 -1.53369
C 1.71021 -2.89619 -1.14970
C 2.22832 -3.75432 -2.02428
C 3.60737 -3.59716 -2.52307
C 4.44911 -2.65990 -2.08788
C 4.06679 -1.71766 -0.98815
C 2.54808 -1.75295 -0.69204
C 0.31822 -1.48748 2.70305
O 0.30476 -0.44303 1.74501
C 1.37069 -1.05194 3.73531
C 1.09878 -0.92628 5.09047
C 2.08080 -0.49664 5.97606
C 3.34885 -0.18121 5.52084
C 3.63056 -0.29541 4.16545
C 2.64991 -0.72317 3.28786
C -1.05479 -1.64177 3.36482
C -1.97196 -0.60491 3.25881
C -3.23415 -0.69388 3.82885
C -3.58952 -1.81192 4.56271
C -2.65008 -2.81327 4.75703
C -1.39439 -2.72561 4.17613
H -0.37443 -6.06031 3.69867
H -0.61512 -6.69649 2.06510
H -1.36047 -5.15960 2.53972
H 2.20225 -6.16915 3.31518
H 2.86465 -5.40733 1.85583
H 1.86904 -6.87250 1.72332
H 1.87310 -2.50234 1.65279
H -0.99106 -3.34729 1.01729
H -0.61415 -1.90121 -2.98313
H -2.05166 -2.90394 -4.69668
H -2.92108 -5.20949 -4.39674
H -2.29012 -6.47996 -2.36855
H -0.86120 -5.47935 -0.66838
H 1.63603 -4.56609 -2.42501
H 3.93323 -4.28663 -3.29089
H 5.45385 -2.59393 -2.48804
H 4.71752 -1.85432 -0.11921
H 2.35661 -1.53831 0.35301
H 0.11618 -1.16319 5.47264
H 1.84619 -0.40967 7.02875
H 4.11251 0.14959 6.21164
H 4.61870 -0.05518 3.79380
H 2.89137 -0.79210 2.23272
H -1.67908 0.29321 2.73998
H -3.93732 0.11687 3.69852
H -4.57545 -1.89003 5.00162
H -2.88924 -3.66971 5.37441
H -0.66690 -3.48949 4.37952
N 4.00509 0.73862 -0.30642
C 3.90666 -0.22898 -1.40509
C 2.36840 -0.42136 -1.43086
N 1.79654 0.57298 -0.52031
C 2.79043 1.12642 0.09982
H 4.85752 1.16720 0.00990
H 4.43721 0.10870 -2.29518
H 1.85728 -0.45505 -2.39012
H 2.66547 1.83435 0.90905
C -1.34897 1.67402 -4.56099
C -2.07700 0.69453 -3.90681
C -1.73586 0.36198 -2.60991
N -0.73088 0.95699 -1.95414
C -0.03711 1.91415 -2.58468
C -0.30963 2.29260 -3.88377
H -1.58818 1.95394 -5.57787
H -2.90038 0.18349 -4.38415
H -2.27306 -0.41174 -2.07872
H 0.74585 2.39112 -2.01326
H 0.28339 3.06828 -4.34614
*
```

As for the expectation value of S²: 4.24. The relative energy (zero: lowest compared OMol25 entry of this formula, charge and spin) comes out at 138.3 kJ/mol.



Results for F_max: 1.4; 1.7; 7.5; 2.0; 1.4; 0.9; 1.4; 0.7 (in eV Å⁻¹, following the order of the records).